[1]
ORCA calculation (the ωB97M-V functional and the def2-TZVPD basis) on a molecular structure, C38H27ClNO3SSiSn.

The LUMO energy (spin up / spin down) comes out at -0.1612 / -0.2188 Eh. Its HOMO energy (spin up / spin down) is -11.02 / -11.04 eV. The calculation puts the gap between HOMO and LUMO (spin up / spin down) at 6.6337 / 5.0899 eV. Its total charge is +1. The energy above the lowest of the compared OMol25 structures with the same formula, charge and spin is 94.5 kcal per mole.

Each line ends with the Mulliken charge.
Geometry (Å):
Sn: -0.46670 0.10965 -1.47221  0.760
Cl: -5.79615 5.11639 1.74997  -0.125
S: -2.06519 -4.13150 -4.12184  -0.331
Si: 1.94430 0.50034 1.03093  -0.144
O: -0.60408 2.28742 -0.25253  -0.234
O: -2.84961 0.77405 -0.60389  -0.351
O: 1.06709 0.00545 -0.28751  0.046
N: -1.94295 -2.10767 -2.52359  -0.076
C: 2.35403 2.31868 0.94377  0.663
C: -1.20994 -2.94100 -3.18993  0.318
C: -0.42767 0.23123 2.61787  0.069
C: 0.96739 -1.89304 -2.56917  0.227
C: 0.96486 0.11795 2.57573  0.228
C: 2.41489 -3.94462 -3.55389  -0.905
C: -0.47785 -0.46917 4.91132  -0.466
C: -3.55588 -3.44394 -3.57792  0.878
C: -1.32058 3.01253 0.40789  -0.339
C: -4.92505 3.86592 1.00333  0.263
C: 1.61216 -0.30591 3.73686  -0.138
C: 5.87802 -2.01026 1.10516  -0.542
C: 1.03447 -3.96497 -3.66277  -0.649
C: 0.25753 -2.91967 -3.14966  1.330
C: 0.90178 -0.59506 4.89373  -0.792
C: 4.63824 -2.63833 1.09944  -0.721
C: 5.94986 -0.62709 1.10710  -0.681
C: 2.36650 3.03244 -0.25534  -0.246
C: -3.29033 -2.36859 -2.72363  -0.972
C: 2.80151 5.08807 0.90458  -0.514
C: -5.61201 2.83397 0.33497  -0.702
C: -4.34559 -1.66324 -2.14500  0.176
C: -5.63526 -2.04317 -2.44461  -0.467
C: 3.06015 -2.88521 -2.93337  -0.491
C: -4.85966 -3.82877 -3.88250  -0.740
C: 2.58744 3.02907 2.12170  -0.278
C: -3.46774 1.75616 -0.16986  0.450
C: 3.52903 -0.47667 1.08353  0.256
C: -2.79116 2.88584 0.45828  0.615
C: 3.48328 -1.87600 1.08945  0.084
C: -5.89157 -3.11550 -3.31058  -0.473
C: 2.58561 4.39950 -0.28212  -0.676
C: 4.78453 0.12877 1.09576  -0.461
C: 2.32296 -1.81558 -2.42168  -0.690
C: 2.80798 4.39920 2.10774  -0.685
C: -3.51722 3.88707 1.04673  -0.759
C: -4.91483 1.81569 -0.24088  -0.473
C: -1.14600 -0.05419 3.76689  -0.713
H: -0.88030 3.84204 0.98481  0.403
H: 6.91377 -0.13539 1.11498  0.403
H: -4.12383 -0.84856 -1.47090  0.262
H: 4.13807 -2.87172 -2.83931  0.448
H: -6.69190 2.86725 0.29271  0.449
H: -6.46983 -1.51260 -2.00521  0.404
H: 6.78506 -2.60066 1.11382  0.398
H: 4.57805 -3.71896 1.10765  0.429
H: 2.59156 4.93148 -1.22473  0.405
H: 2.99069 -4.76997 -3.94915  0.401
H: -5.05713 -4.66035 -4.54437  0.409
H: 4.85673 1.21045 1.09600  0.381
H: -5.41998 1.00144 -0.74166  0.421
H: 1.42634 -0.92624 5.78038  0.409
H: -6.91381 -3.38934 -3.53216  0.397
H: 2.20290 2.50912 -1.19250  0.275
H: -2.22467 0.03968 3.77525  0.441
H: 2.52138 -2.37948 1.09099  0.379
H: 2.98239 4.92892 3.03527  0.406
H: 2.80880 -0.97623 -1.94529  0.383
H: -0.97139 0.53758 1.72903  0.108
H: 0.54835 -4.81257 -4.13103  0.374
H: -1.03301 -0.70238 5.81033  0.389
H: 2.59260 2.50653 3.07277  0.383
H: -3.01760 4.71863 1.52878  0.488
H: 2.69038 -0.42100 3.73642  0.423
H: 2.97573 6.15607 0.88887  0.401

=====

[2]
ORCA calculation (the ωB97M-V functional and the def2-TZVPD basis) on C10H15N7O4 in the gas phase at a distorted geometry.

The LUMO energy comes out at 0.0084 Eh. Its HOMO energy is -9.25 eV. As for the SMILES: CCCCN(/N=N/c1nonc1OC)c1nonc1OC. The calculation puts the gap between HOMO and LUMO at 9.4754 eV. The energy above the lowest of the compared OMol25 structures with the same formula, charge and spin is 2.2 kcal per mole.

Each line ends with the natural charge from an NBO analysis.
Geometry (Å):
O: 0.96283 -1.51776 -2.37482  -0.454
O: -2.99092 -0.64554 0.73111  -0.468
O: -1.77888 -2.97199 2.92823  -0.136
O: 2.80816 1.26383 -3.10842  -0.131
N: -0.04026 -0.46458 1.32280  -0.296
N: 0.45313 -0.46216 0.16469  0.094
N: -0.61206 -2.36923 2.61324  -0.091
N: 1.20093 0.57294 -0.13375  -0.199
N: 2.46242 1.58902 -1.85192  -0.128
N: -2.81704 -2.41317 2.26934  -0.177
N: 2.29749 0.06746 -3.46889  -0.170
C: -0.88380 -1.43147 1.74900  0.198
C: 1.43788 1.68239 0.77721  -0.252
C: 1.62233 -0.38080 -2.44742  0.413
C: 1.73091 0.61012 -1.39089  0.240
C: -4.39294 -0.85562 0.69421  -0.256
C: 0.55452 3.87896 1.64214  -0.392
C: 1.01922 -2.32930 -3.53777  -0.258
C: -0.53337 4.93784 1.51560  -0.598
C: 0.33178 2.73009 0.66255  -0.406
C: -2.32496 -1.46188 1.53414  0.396
H: 2.05245 -2.59806 -3.76681  0.193
H: 0.59530 -1.80103 -4.39431  0.192
H: 0.56498 3.48726 2.66131  0.199
H: 1.52856 4.33222 1.44777  0.198
H: 0.31585 3.11771 -0.35826  0.207
H: 1.46013 1.26253 1.78664  0.238
H: 2.40550 2.11608 0.52328  0.231
H: -4.61858 -1.86543 0.34525  0.193
H: -0.36144 5.74658 2.22129  0.211
H: -0.63257 2.25863 0.86557  0.210
H: -4.78946 -0.11525 0.00320  0.199
H: -0.54427 5.35508 0.51131  0.203
H: 0.43572 -3.21772 -3.30900  0.203
H: -4.82520 -0.72297 1.68830  0.193
H: -1.51122 4.50712 1.71877  0.202

=====

[3]
ORCA calculation (the ωB97M-V functional and the def2-TZVPD basis) on a molecular structure, C22H64AlF3N14O12S at a distorted geometry.

The LUMO energy comes out at -0.4210 Eh. Its HOMO energy is -13.00 eV. The calculation puts the gap between HOMO and LUMO at 1.5476 eV. Its total charge is +2. The energy above the lowest of the compared OMol25 structures with the same formula, charge and spin is 64.1 kcal per mole.

Each line ends with the Mulliken charge.
Geometry (Å):
S: 0.67743 0.49225 0.60527  -0.103
Al: 1.94152 3.07427 -2.78096  0.938
F: 0.49764 -1.68211 -0.86816  0.027
F: -1.41829 -0.59044 -0.71370  -0.071
F: -0.71946 -1.79273 0.98558  -0.026
O: 0.96131 1.39894 -0.51367  0.385
O: 1.95879 0.03053 1.18052  -1.010
O: -1.39857 -4.55236 -0.11359  -0.504
O: -0.34497 0.92856 1.56770  -0.640
O: -0.89195 3.39806 -1.90558  -0.079
O: -0.14480 -3.96914 4.52849  -0.205
O: -3.32685 -2.75897 -4.24630  -0.685
O: 1.10051 5.13334 -0.49274  -0.238
O: -2.53245 4.04771 4.33782  -0.656
O: 0.02347 0.67297 -3.21167  -0.447
O: 3.67367 2.69110 -0.42023  -0.468
O: 2.35011 -2.25670 -3.75434  -0.270
N: -2.11231 2.20751 3.17403  -0.238
N: -1.22202 -1.43142 4.22154  -0.586
N: -0.51852 3.54132 3.65045  -0.326
N: -2.30463 2.74497 -0.37107  -0.132
N: -2.07696 0.96100 -3.74549  -0.353
N: 4.53025 1.10472 0.96820  -0.059
N: 2.91408 0.11425 -2.37155  0.237
N: -2.01399 -3.25848 -2.57096  0.097
N: -4.00639 -4.17901 -2.65045  -0.338
N: 0.12794 5.62031 -3.16870  -0.202
N: -0.98072 -0.46259 -4.84615  -0.261
N: 5.76767 2.63221 0.23123  -0.508
N: -3.02040 3.75200 -2.15763  -0.331
N: -3.50051 -4.80923 2.84428  -0.640
C: 3.55565 -2.19414 -2.93765  -0.874
C: 5.20290 -0.54693 -1.89048  -1.539
C: -0.20466 -0.50845 6.23278  -1.482
C: -3.12794 -3.35096 -3.22048  0.663
C: -3.22279 -4.45515 1.44989  0.496
C: -1.79662 3.27213 3.74803  0.655
C: -0.05242 -4.80353 -0.41841  -0.762
C: 0.68510 4.63390 0.80048  -0.765
C: -0.17344 -1.60664 5.16260  0.818
C: 1.81858 -3.51436 -3.98367  -0.877
C: -3.69402 -3.09747 1.34531  -1.004
C: 0.61519 6.68920 -2.26968  -0.119
C: 0.30258 6.29455 -0.78719  -0.384
C: -2.02309 3.32744 -1.51044  0.088
C: -0.23279 -3.06310 5.68689  -0.912
C: 0.02614 8.08818 -2.60573  -1.485
C: -0.92738 0.36247 -3.90414  0.405
C: 0.23190 -5.30794 4.75901  -0.850
C: 4.04706 -0.68502 -2.88100  0.366
C: -1.75621 -4.78775 1.27114  -0.457
C: -0.33664 -0.99528 -0.08765  0.393
C: 4.53626 2.14932 0.20607  0.351
H: 6.49573 2.36578 0.87856  0.158
H: 1.31950 -4.00297 -3.14684  0.343
H: 0.87054 3.56678 0.67815  -0.050
H: -3.71922 -5.79527 2.84532  0.313
H: 0.01535 -5.84573 3.83598  0.186
H: -1.44881 1.77268 2.54889  0.517
H: -3.88760 3.82227 -1.64467  0.177
H: -0.01396 2.91909 3.03534  0.145
H: -3.20842 -2.40182 2.02969  0.016
H: -1.12755 -3.33323 6.24773  0.400
H: -3.88817 -4.97209 0.75841  0.383
H: -1.37651 -2.56053 -2.92675  -0.153
H: 2.70124 0.01002 -1.38975  -0.284
H: 0.43307 5.64916 -4.13108  0.348
H: 0.33815 -5.78690 -0.15660  0.448
H: -0.87620 5.72478 -3.13884  0.143
H: -2.15093 1.52104 -2.90824  0.225
H: 1.30030 -5.39240 4.95769  0.312
H: 2.57056 -4.16262 -4.43353  0.435
H: 3.66849 0.59386 1.09662  0.395
H: 4.95670 -0.84001 -0.86990  0.337
H: -1.05150 -0.53913 6.91836  0.361
H: 5.65347 0.44557 -1.89576  0.282
H: 5.73804 3.48375 -0.31109  0.253
H: -0.74396 5.99900 -0.71302  0.279
H: -3.38128 -2.77612 0.35182  0.082
H: 0.04667 -4.61589 -1.48755  0.022
H: -1.04197 8.11901 -2.39059  0.353
H: -2.84031 0.65605 -4.33234  0.180
H: 0.60088 7.20450 -0.26651  0.445
H: -0.33980 -5.71949 5.59081  0.377
H: 0.55059 -3.97987 -0.03623  0.207
H: -4.72970 -2.83478 1.56085  0.457
H: -0.27754 4.47649 3.94624  0.222
H: 3.38956 -2.65339 -1.96318  0.311
H: -3.63639 -4.79981 -1.94490  0.177
H: -3.10102 2.08637 3.00706  0.215
H: 0.61021 -3.24328 6.35396  0.457
H: 4.35566 -2.77209 -3.40033  0.587
H: -1.84651 -0.50091 -5.36484  0.132
H: -0.20284 0.50536 5.83242  0.297
H: 0.70431 -0.67633 6.81044  0.407
H: -1.57997 -5.82467 1.55722  0.365
H: 0.78274 -1.42294 4.67260  0.170
H: -0.94610 -2.19696 3.62328  0.299
H: -2.79839 4.30849 -2.97074  0.278
H: 5.40040 0.92813 1.44961  0.180
H: -1.62377 2.10601 0.01398  -0.138
H: -1.91131 -3.74784 -1.69342  0.326
H: -0.34087 4.84401 1.10271  0.464
H: -0.10844 -0.86030 -5.16404  0.272
H: 0.54679 8.87253 -2.05636  0.446
H: -0.97314 -0.66715 3.60994  0.153
H: 6.01570 -1.17216 -2.25999  0.546
H: -2.72900 -4.71071 3.48861  0.231
H: 1.05187 -3.43829 -4.75470  0.232
H: 2.20143 -0.46925 -2.78598  0.087
H: -3.24400 2.73415 -0.00017  0.177
H: 1.25605 5.06924 1.62060  0.533
H: -4.78236 -4.44161 -3.24123  0.259
H: -1.19792 -4.02302 1.81114  0.104
H: 0.18233 8.25629 -3.67131  0.411
H: 4.21651 -0.31894 -3.89361  0.408
H: 1.68860 6.75514 -2.44723  0.273

=====

[4]
ORCA calculation (the ωB97M-V functional and the def2-TZVPD basis) on a molecular structure, C16H10AuBF5I2NO.

The LUMO energy comes out at -0.0826 Eh. Its HOMO energy is -8.10 eV. The calculation puts the gap between HOMO and LUMO at 5.8573 eV. The energy above the lowest of the compared OMol25 structures with the same formula, charge and spin is 1.5 kcal per mole.

Each line ends with the natural charge from an NBO analysis.
Geometry (Å):
Au: -0.11306 0.63911 0.63471  1.228
I: 0.94767 -0.67798 -6.42747  0.157
I: -3.87072 0.39720 -3.06688  0.173
F: 0.91779 -1.88276 0.74498  -0.602
F: 2.82228 -1.49735 1.92368  -0.585
F: -4.44894 0.76045 3.38683  -0.289
F: 2.27280 -3.65803 1.31656  -0.547
F: 1.04385 -2.56156 2.93711  -0.578
O: -1.57940 0.51183 -0.84833  -0.782
N: 1.08000 0.28338 -1.02821  -0.488
C: 0.34749 0.14885 -2.17428  0.089
C: -1.06644 0.29624 -2.03100  0.307
C: 0.97022 -0.15541 -3.40142  -0.032
C: 2.37473 0.05649 -1.01761  0.113
C: -2.59499 2.03589 2.79241  -0.308
C: 2.36596 -0.36417 -3.36964  -0.120
C: -2.39514 -0.34560 3.33220  -0.292
C: -3.14053 0.82041 3.17437  0.506
C: -1.23487 2.09278 2.58017  -0.111
C: 0.14470 -0.25572 -4.54873  -0.209
C: 0.98664 0.96206 2.36571  -0.466
C: -1.04267 -0.29949 3.11987  -0.085
C: -0.41375 0.93499 2.75265  -0.241
C: 3.05621 -0.27704 -2.19307  -0.257
C: -1.80971 0.18621 -3.18901  -0.236
C: -1.20574 -0.07939 -4.43079  -0.213
B: 1.78032 -2.44462 1.73538  1.348
H: 4.11837 -0.46691 -2.14902  0.240
H: -2.89536 -1.26629 3.59751  0.257
H: -0.43543 -1.19352 3.22265  0.299
H: 1.60886 0.10677 2.61158  0.289
H: 2.88046 0.11552 -0.06404  0.240
H: -3.23523 2.89502 2.65679  0.253
H: -1.83720 -0.15740 -5.30521  0.239
H: -0.76371 3.02950 2.30904  0.242
H: 1.48399 1.92568 2.33808  0.226
H: 2.88056 -0.61516 -4.28757  0.237

=====

[5]
ORCA calculation (the ωB97M-V functional and the def2-TZVPD basis) on 2 unconnected molecules or ions with the total composition C4H12 at a distorted geometry.

The LUMO energy comes out at 0.0421 Eh. Its HOMO energy is -10.76 eV. As for the SMILES: CC.CC. The calculation puts the gap between HOMO and LUMO at 11.9085 eV. The energy above the lowest of the compared OMol25 structures with the same formula, charge and spin is 39.8 kcal per mole.

Each line ends with the natural charge from an NBO analysis.
Geometry (Å):
C: 0.87516 -1.07201 1.42319  -0.650
C: -1.25780 1.18910 -1.45545  -0.609
C: 1.24048 -1.70383 0.11926  -0.630
C: -0.81506 1.46488 -0.00141  -0.617
H: -0.38694 1.26425 -2.09127  0.192
H: 0.84924 -2.63089 -0.09466  0.225
H: -1.84154 1.97879 -1.92244  0.207
H: -0.23404 -1.21054 1.69547  0.202
H: 1.09071 -0.07599 1.81102  0.228
H: -0.10348 2.26285 -0.06375  0.198
H: 0.72078 -1.14795 -0.71671  0.196
H: -1.45000 0.23134 -1.61365  0.201
H: -0.38908 0.58101 0.42474  0.219
H: 2.26194 -1.34059 -0.20851  0.221
H: 1.12812 -1.73690 2.24759  0.210
H: -1.68850 1.94648 0.44659  0.205

=====

[6]
ORCA calculation (the ωB97M-V functional and the def2-TZVPD basis) on C4H8O2 in the gas phase.

The LUMO energy comes out at 0.0353 Eh. Its HOMO energy is -9.72 eV. As for the SMILES: CCOCC=O. The calculation puts the gap between HOMO and LUMO at 10.6853 eV. The energy above the lowest of the compared OMol25 structures with the same formula, charge and spin is 37.5 kcal per mole.

Each line ends with the natural charge from an NBO analysis.
Geometry (Å):
O: 0.94819 -0.28495 0.03009  -0.535
O: -1.64803 -1.75805 1.89146  -0.509
C: 0.17460 0.29998 -1.01021  -0.067
C: -0.73137 -1.03646 1.58593  0.412
C: 0.36442 -1.42128 0.60452  -0.175
C: 0.15979 1.80487 -0.82992  -0.624
H: 0.61596 0.02332 -1.97788  0.176
H: -0.35674 2.29072 -1.66393  0.213
H: 1.15104 -1.94705 1.16010  0.218
H: -0.85246 -0.09410 -0.99414  0.167
H: -0.35111 2.07129 0.10048  0.207
H: 1.18088 2.19239 -0.77982  0.217
H: -0.61007 -0.01932 2.02062  0.109
H: -0.04509 -2.12136 -0.13729  0.192